# 1
{"formula": "C19H43GdOP3S2", "method": "ωB97M-V/def2-TZVPD", "symbols": ["P", "C", "H", "H", "C", "H", "H", "H", "C", "H", "P", "S", "H", "C", "H", "C", "H", "H", "H", "H", "C", "H", "H", "H", "H", "P", "C", "C", "H", "O", "H", "C", "C", "H", "H", "H", "C", "C", "C", "H", "H", "H", "H", "H", "H", "H", "H", "H", "H", "Gd", "H", "H", "H", "H", "H", "H", "H", "C", "H", "C", "C", "S", "H", "C", "C", "C", "H", "H", "H"], "xyz": [[-0.747119, 1.937910, 2.093794], [-0.874684, -1.908478, -4.490048], [2.448311, -3.788118, -6.129107], [-4.918682, -0.375772, 0.980150], [-3.997272, -0.862293, 1.332851], [3.726754, 0.494851, 2.452310], [4.351155, 2.052117, 1.819953], [0.314592, -1.372100, 6.487690], [3.444837, 1.497295, 2.104914], [1.219383, 3.211154, 2.859261], [2.368401, 1.310071, 0.626378], [1.421436, -1.784989, -1.246273], [1.530568, 3.084195, -0.791439], [-2.721095, -1.818417, -1.010682], [-3.119259, 1.537925, 2.580374], [-3.360648, 0.894202, -0.762961], [-4.144821, -1.949381, 1.341194], [2.933600, 2.021613, 2.921580], [-2.045390, 0.881507, 3.850342], [-0.381014, -0.256477, 5.271760], [0.372792, 2.694267, 3.323832], [2.319554, -3.291540, 3.399124], [0.632621, -4.113907, -5.817826], [1.858728, -1.653670, -7.317983], [-2.337749, 2.639365, 3.753695], [-2.595270, -0.465196, 0.214832], [2.201921, 3.056690, 0.078727], [-2.211196, 1.722194, 3.163841], [-0.104900, 0.608423, -0.452252], [1.112032, -0.895753, 2.994905], [-2.657991, 1.218745, -1.542621], [-0.099460, -2.293973, -3.410533], [0.081244, -1.238572, 5.419877], [2.349788, -3.484987, 5.174332], [-1.187280, -0.438367, -6.028041], [-0.018311, -3.334002, -3.078846], [0.090190, 0.307687, -4.417655], [1.778028, -3.093993, 4.324986], [0.819279, -0.023994, -3.281530], [-3.776955, -0.526575, 2.354257], [0.051919, -2.031837, -7.067995], [0.781309, -3.540348, 4.272838], [-0.603757, -2.012050, 5.061442], [-2.126157, 3.231455, 0.541622], [-2.261946, -1.519346, -1.960409], [1.796090, 3.708249, 0.864093], [0.183613, 1.320854, -4.824532], [1.501701, 0.730381, -2.852860], [3.194050, 3.429643, -0.217393], [0.268626, -0.671884, 0.995418], [-2.215256, -2.714938, -0.626310], [0.749954, 1.921088, 4.005301], [-3.788579, -2.029422, -1.158089], [-0.437941, 3.791003, 0.513420], [3.978692, -0.264669, -0.227177], [-1.553678, -2.604434, -4.995848], [4.445925, 1.430271, -0.582712], [1.411299, -3.439877, -6.210099], [3.175353, 0.610206, -1.556570], [1.098647, -2.309796, -6.867863], [-0.733146, -0.640152, -5.049444], [1.590973, -1.317285, 4.456220], [-1.495666, 4.221574, 1.885446], [-1.246415, 3.434824, 1.162475], [0.648141, -1.310435, -2.702972], [3.615048, 0.714683, -0.560789], [-3.619040, 1.747142, -0.119831], [-0.212114, 3.422181, 3.901874], [-4.273744, 0.493277, -1.226434]], "forces_ev_per_angstrom": [[-0.1, 0.5, 0.3], [-0.1, -1.0, 0.2], [-0.5, 0.2, 0.1], [0.3, -0.1, 0.0], [0.3, -0.2, 0.6], [0.1, 0.3, 0.0], [-0.3, -0.2, 0.0], [0.0, 0.0, -0.4], [-0.2, -0.3, 0.3], [-0.3, -0.1, 0.2], [1.1, 0.9, -0.1], [-0.3, 0.0, -0.2], [0.2, 0.2, 0.2], [0.1, -0.1, 0.1], [0.2, 0.1, 0.2], [0.6, 0.2, 0.1], [0.0, 0.2, 0.1], [0.2, -0.2, -0.3], [-0.2, 0.2, -0.1], [0.3, -0.1, 0.1], [0.1, -0.1, 0.2], [0.1, 0.1, 0.1], [0.4, 0.4, -0.2], [-0.3, -0.4, 0.3], [-0.1, -0.2, -0.1], [-1.0, 0.0, -0.9], [-0.4, -0.1, -0.2], [0.0, -0.2, 0.1], [-0.2, 1.2, -1.1], [0.1, -0.7, 1.2], [-0.3, 0.0, 0.1], [-0.6, 0.0, -0.3], [-0.3, 0.0, 0.1], [-0.2, 0.2, -0.1], [0.0, 0.2, 0.6], [-0.4, 0.4, -0.1], [0.7, 0.6, 0.5], [-0.2, -0.1, -0.1], [-0.6, 1.0, -0.5], [-0.3, -0.2, -0.2], [0.6, -0.2, 0.1], [0.2, 0.0, 0.1], [0.1, 0.1, 0.2], [0.2, 0.1, 0.1], [-0.1, -0.1, 0.2], [0.1, -0.2, -0.3], [0.0, -0.5, 0.0], [-0.5, -0.6, -0.1], [-0.3, -0.1, 0.1], [0.1, -0.2, 1.2], [-0.2, 0.1, -0.2], [0.0, 0.2, -0.1], [0.3, -0.1, -0.1], [-0.2, -0.1, 0.2], [0.0, 0.2, -0.2], [0.5, 0.0, 0.3], [-0.1, -0.2, 0.0], [-0.2, 0.5, -0.6], [0.2, 0.0, 0.2], [0.2, -0.6, 0.1], [0.0, 0.3, -0.1], [-0.3, 0.3, -0.8], [0.0, -0.1, -0.2], [0.0, -0.1, -0.3], [0.7, -0.4, -0.1], [-0.1, -0.3, -0.1], [0.0, -0.3, -0.2], [0.2, -0.1, -0.1], [0.3, 0.1, 0.1]], "mulliken_spin": [-0.01, -0.01, 0.00, 0.00, 0.02, 0.00, 0.00, 0.00, 0.03, 0.00, 0.13, 0.37, 0.00, 0.00, 0.00, -0.01, 0.00, 0.00, 0.00, 0.00, 0.00, 0.00, 0.00, 0.00, 0.00, 0.08, -0.01, 0.00, 0.64, 0.08, 0.00, 0.09, 0.00, 0.00, 0.00, 0.00, 0.01, 0.00, 0.07, 0.00, 0.00, 0.00, 0.00, 0.00, 0.01, 0.00, 0.00, 0.01, 0.00, 5.02, 0.00, 0.00, 0.00, 0.00, -0.01, 0.00, 0.00, 0.02, -0.01, 0.00, 0.23, 0.00, 0.00, 0.01, 0.20, 0.02, 0.00, 0.00, 0.00], "e_lumo_ev": [-8.86, -12.02], "spin_multiplicity": 8, "mol_weight_g_mol": 601.86, "relative_energy_ev": 4.928, "gap_ev": [7.2, 4.0], "s2": 16.107, "total_charge": 3, "e_homo_ev": [-16.1, -16.0]}


# 2
{"formula": "C19H43IrN2OP3S", "method": "ωB97M-V/def2-TZVPD", "symbols": ["C", "C", "H", "P", "H", "C", "H", "H", "C", "H", "C", "C", "H", "C", "H", "H", "H", "H", "N", "H", "H", "C", "H", "H", "H", "H", "C", "P", "H", "H", "C", "H", "C", "H", "C", "P", "H", "C", "H", "H", "H", "H", "H", "H", "H", "N", "H", "C", "H", "C", "C", "H", "Ir", "C", "H", "C", "H", "H", "H", "H", "S", "H", "H", "O", "H", "H", "H", "H", "H", "C"], "xyz": [[1.961066, -1.355388, -4.025933], [2.249478, 1.349571, -2.860475], [2.422113, 0.325335, 0.944618], [2.109762, -0.414068, -2.466130], [-4.038961, -5.497234, -3.455670], [-2.611032, -3.479073, -0.448932], [1.391093, 0.370705, 2.385753], [-2.619989, 2.444064, 0.337353], [0.720673, 4.064334, -0.448688], [-0.636968, 2.295733, 4.614726], [0.103454, 2.662354, 5.332008], [-3.062320, 0.283577, 0.724740], [3.562562, -1.797056, -1.122324], [-1.775594, -3.731229, -1.558017], [-4.565125, -3.827132, 0.484343], [-0.770714, -0.971226, 2.666037], [2.872834, 3.110172, 1.883817], [0.161883, -2.441686, 3.153688], [2.621075, 3.438105, 2.799485], [2.396314, -3.228651, -0.083820], [-5.500805, -5.056885, -1.467577], [-1.820851, 3.191359, 0.336614], [-2.195396, 4.146615, -0.064606], [4.568634, -0.981963, -2.357374], [1.049831, 4.096824, 0.593578], [2.688601, -3.118465, 1.739436], [-3.664114, -4.899663, -2.617779], [-0.387751, 2.622778, -0.662847], [-0.334657, 3.479824, 5.914515], [3.991828, -0.092626, -0.919889], [-4.471744, -4.668853, -1.489160], [0.197114, 5.005057, -0.680669], [-0.328726, -1.917708, 2.312248], [1.070433, -0.976255, -4.534537], [-3.931383, -3.964184, -0.403546], [0.920739, -1.584672, 0.996903], [-3.773624, -0.524578, -1.031147], [-3.369390, 0.376078, -0.562721], [1.216119, -4.020875, 1.060796], [-1.792326, 3.612372, -2.370661], [-2.055186, 0.607392, 0.987708], [2.956457, 1.632514, -3.660356], [2.806522, -1.307913, -4.713090], [2.054625, 3.480915, 5.141019], [3.372304, 3.531884, 3.472454], [1.262851, 3.128297, 4.618276], [2.521309, 1.910771, -1.958893], [-1.057899, 2.798711, -2.356914], [0.219936, 1.267184, -0.462429], [3.739025, -0.851647, -1.664147], [-2.368523, -4.392472, -2.659972], [1.751442, -2.394779, -3.759484], [1.078255, -1.845784, -1.101619], [1.995243, -0.300586, 1.747388], [-3.505580, -0.384937, 1.460173], [1.401108, 3.003213, 3.273515], [2.811269, -0.766507, 2.334875], [1.250655, 1.670188, -3.166271], [0.376640, 1.852192, 6.019400], [-1.740751, -4.574776, -3.527860], [-0.012352, -3.558283, -1.751443], [-0.263410, 3.045176, -3.067572], [-2.233202, -2.916222, 0.394686], [0.512740, 2.556465, 2.518893], [-1.139257, -2.555739, 1.934380], [1.581630, 3.948437, -1.111310], [-2.854878, 1.051065, -1.228378], [-1.457250, 3.349256, 1.357073], [-1.551056, 1.872549, -2.668088], [1.923194, -3.181952, 0.949829]], "forces_ev_per_angstrom": [[-0.2, 0.2, -0.1], [-0.6, 0.4, 0.2], [0.0, -0.3, 0.4], [2.7, 0.4, -2.0], [0.1, 0.4, 0.3], [-1.1, 0.0, 0.8], [0.2, -0.3, -0.3], [0.2, 0.6, 0.1], [0.6, -0.8, 0.0], [0.2, 0.1, 0.2], [-0.5, -0.1, 0.5], [1.4, -0.8, 0.2], [0.6, 0.1, -0.2], [0.6, 0.0, -0.2], [0.5, 0.1, -0.4], [0.2, -0.3, -0.1], [0.1, 0.1, 0.1], [-0.2, 0.3, -0.3], [-0.3, -0.2, 0.1], [0.3, -0.7, 1.0], [0.6, 0.2, 0.1], [0.2, -0.9, 0.6], [0.4, -0.4, -0.2], [-0.1, 0.0, -0.2], [-0.1, 0.0, -0.1], [-0.1, -0.2, -0.5], [0.6, 0.2, -0.3], [-1.0, 2.0, -0.1], [0.0, -0.2, -0.1], [0.0, 0.0, -0.1], [0.1, -0.3, -0.4], [-0.1, -0.6, -0.1], [-0.1, 0.0, -0.2], [0.0, 0.0, -0.1], [0.9, 0.6, 0.4], [-0.1, 0.3, 5.2], [-1.4, 0.9, -0.1], [0.5, -1.9, -0.3], [0.6, 0.2, 0.0], [0.2, -0.2, 0.2], [-0.6, 1.2, 0.8], [-0.2, -0.6, 0.3], [0.1, 0.2, 0.1], [-0.3, 0.0, 0.0], [0.0, 0.1, -0.4], [0.4, -0.1, -1.0], [0.0, -0.2, -0.1], [0.5, -0.6, -0.2], [-0.8, 1.7, 0.0], [-0.7, 0.0, 0.2], [-0.5, -1.1, -0.6], [0.2, 0.1, -0.2], [-0.3, 1.8, -0.5], [0.2, 0.1, 0.0], [-0.2, -0.1, -0.5], [0.0, 0.1, 0.6], [-0.4, 0.3, -0.3], [0.2, 0.1, -0.1], [-0.1, 0.2, -0.1], [-0.2, -0.1, 0.0], [-3.4, -3.0, -1.7], [-0.2, 0.0, 0.1], [0.0, -0.1, -0.1], [0.5, 0.1, 0.0], [0.4, 0.2, 0.2], [0.0, 0.3, 0.1], [0.1, 0.0, 0.0], [-0.1, -0.1, -0.1], [0.1, 0.2, -0.1], [-0.5, 0.6, -0.3]], "nbo_charge": [-0.94, -0.95, 0.23, 0.97, 0.27, -0.22, 0.30, 0.27, -0.93, 0.22, -0.42, -0.39, 0.22, -0.12, 0.25, 0.27, 0.39, 0.28, -0.83, 0.21, 0.26, -0.93, 0.28, 0.30, 0.29, 0.30, -0.19, 1.23, 0.23, 0.26, -0.05, 0.29, -0.93, 0.27, -0.12, 0.95, 0.22, -0.37, 0.28, 0.29, 0.17, 0.31, 0.29, 0.41, 0.41, -0.60, 0.25, -0.95, 0.04, -0.91, -0.16, 0.26, 0.38, -0.96, 0.22, 0.79, 0.27, 0.25, 0.21, 0.25, 0.15, 0.26, 0.22, -0.78, 0.25, 0.25, 0.16, 0.30, 0.26, -0.91], "e_lumo_ev": [-8.09, -12.17], "spin_multiplicity": 5, "mol_weight_g_mol": 632.77, "relative_energy_ev": 1.743, "gap_ev": [7.9, 4.3], "s2": 6.027, "total_charge": 3, "e_homo_ev": [-16.0, -16.4]}


# 3
{"formula": "C19H43LaO2P3S", "method": "ωB97M-V/def2-TZVPD", "symbols": ["C", "H", "C", "H", "H", "H", "H", "H", "P", "H", "H", "C", "La", "H", "C", "O", "H", "C", "H", "C", "H", "H", "H", "C", "H", "H", "H", "H", "H", "H", "H", "H", "C", "S", "H", "C", "H", "H", "C", "C", "H", "H", "H", "P", "C", "C", "C", "H", "O", "C", "H", "H", "C", "C", "H", "H", "P", "H", "H", "H", "C", "C", "H", "H", "H", "H", "H", "H", "H"], "xyz": [[2.849928, 2.082920, -0.456958], [-4.002506, -0.634291, -1.142538], [0.443837, -2.261933, -3.618996], [4.928702, 3.735327, -2.537221], [-4.065134, -1.832768, 1.957027], [-2.961842, -1.783476, -2.021789], [1.588246, -4.025911, 4.055728], [2.177550, 2.691540, 1.492820], [-1.357091, 1.830080, 0.006210], [-3.270427, 3.048949, -0.834675], [0.345320, 1.605411, 5.227061], [4.328302, 3.516124, -1.655444], [0.556828, -0.566176, -0.027038], [-3.067895, 1.500078, -1.698967], [1.476951, -4.845297, 1.085782], [1.569757, -2.213801, 0.988026], [1.178607, -2.305202, 3.741960], [0.311945, 0.583710, 4.834781], [1.932412, -0.088043, -4.790794], [2.771466, 2.960311, 0.615457], [1.263683, 0.164724, 4.487517], [-0.435997, 0.560252, -4.808762], [3.324312, 4.938119, 1.281386], [-3.336283, -1.051544, 1.702783], [1.759633, -5.713435, 1.692494], [-1.013769, 1.908874, 2.431579], [-1.794746, 0.308127, 5.061194], [-1.733773, -3.955867, -0.149422], [0.335038, 3.594650, -0.158986], [3.722866, 1.522826, -2.346597], [-1.315638, 4.178483, -0.558544], [-1.587968, 3.470420, 1.777266], [-1.705276, 2.380467, 1.721279], [2.181805, -3.379170, 1.858726], [-2.730556, 2.109285, 2.002209], [3.430484, 4.188451, 0.498676], [0.949011, -2.278960, -4.594302], [-2.703027, -0.852965, 2.577689], [-3.033136, 1.983313, -0.714808], [-2.249751, -3.427420, 0.662998], [0.124357, -3.614174, 3.092778], [0.385196, -4.760164, 1.007692], [-3.784734, 1.520101, -0.064106], [0.532472, -0.574406, -2.889699], [-0.806362, 0.265823, -3.818154], [1.155106, -3.323324, 3.333881], [4.210810, 4.459362, -0.627463], [4.728005, 5.421511, -0.716881], [1.983256, 0.977581, -0.400108], [3.653784, 2.289520, -1.568422], [-4.239942, -2.399235, -0.932691], [-1.664467, -0.407035, -3.943281], [2.020675, 0.093276, -3.710341], [-0.600945, 3.352500, -0.678749], [2.119074, 1.174173, -3.541714], [-0.604272, -2.562486, -3.747457], [-2.304483, -1.633928, 0.307425], [2.921574, -0.414627, -3.337335], [1.927494, -4.940506, 0.090756], [-1.139130, 1.163937, -3.280268], [-3.496146, -1.604731, -1.078656], [-0.831074, -0.114201, 4.756198], [-1.718540, -3.619830, 1.604478], [-0.381935, 3.215184, -1.746013], [0.935669, -2.982283, -2.949468], [1.804052, 0.454321, -1.383879], [-3.869368, -0.129028, 1.441280], [-0.843122, -1.151821, 4.392239], [-3.278877, -3.801692, 0.743152]], "forces_ev_per_angstrom": [[0.7, 1.1, -0.3], [0.1, -0.3, 0.0], [0.1, -0.4, 0.6], [-0.1, -0.1, 0.3], [0.1, 0.3, -0.1], [-0.3, 0.0, 0.1], [-0.1, 0.2, -0.1], [0.1, 0.3, -0.2], [-0.6, 1.2, 0.2], [0.0, -0.3, 0.1], [0.0, -0.4, -0.1], [-0.1, -0.2, 0.2], [-3.9, -2.0, 2.7], [-0.1, 0.2, 0.1], [0.2, 0.0, -0.2], [0.8, -1.5, 0.9], [0.2, -0.3, -0.1], [-0.5, -0.2, -0.3], [0.1, 0.0, 0.3], [-0.1, 0.1, -0.3], [-0.3, 0.1, 0.3], [0.0, -0.1, 0.2], [0.1, -0.3, -0.1], [0.2, 0.1, 0.2], [0.0, 0.2, -0.1], [-0.2, 0.2, 0.0], [0.4, -0.2, 0.0], [-0.2, 0.0, 0.2], [-0.2, 0.0, -0.2], [0.1, 0.5, 0.3], [0.3, -0.2, -0.1], [-0.1, -0.3, 0.1], [0.2, -0.1, 0.3], [-0.8, 0.0, 0.0], [0.3, 0.1, 0.0], [0.2, -0.3, 0.0], [-0.2, 0.1, 0.3], [-0.2, 0.0, -0.1], [-0.1, -0.3, -0.4], [0.2, -0.2, 0.0], [0.3, 0.1, 0.0], [0.3, 0.1, 0.2], [0.2, 0.1, -0.2], [-0.1, -0.3, -2.8], [-0.3, 0.4, 0.4], [0.0, -0.1, 0.1], [0.0, 0.0, -0.3], [-0.3, -0.4, 0.1], [1.2, -0.6, -3.1], [-0.2, 0.3, 0.1], [0.1, 0.3, -0.1], [0.2, 0.2, 0.1], [0.3, 0.1, -0.1], [0.3, -0.1, -0.2], [-0.1, -0.3, -0.1], [0.3, 0.1, 0.1], [-0.9, -0.3, 0.2], [-0.1, 0.1, -0.2], [0.0, 0.0, 0.3], [0.0, -0.1, -0.3], [0.2, 0.0, -0.3], [0.4, 0.3, -0.2], [-0.2, 0.0, -0.2], [0.0, 0.2, 0.2], [-0.1, 0.0, -0.4], [1.8, 3.0, 1.6], [0.1, -0.3, 0.1], [0.0, 0.4, 0.2], [0.3, 0.0, 0.0]], "mulliken_charge": [1.24, 0.35, -1.26, 0.43, 0.46, 0.24, 0.50, 0.52, 0.63, 0.50, 0.30, -0.70, 1.26, 0.31, -0.76, -0.19, 0.05, -0.55, 0.57, -0.76, 0.22, 0.46, 0.43, -1.00, 0.44, 0.08, 0.32, 0.39, 0.35, 0.61, 0.56, 0.47, -1.08, 0.42, 0.45, -0.44, 0.39, 0.10, -1.38, -1.28, 0.17, 0.12, 0.41, 0.81, -1.19, -0.53, -0.68, 0.41, -0.23, -0.87, 0.45, 0.45, -1.67, -1.44, 0.52, 0.46, 0.35, 0.47, 0.36, 0.17, -1.19, -0.36, 0.26, 0.37, 0.37, 0.38, 0.35, 0.12, 0.50], "e_lumo_ev": -9.62, "mol_weight_g_mol": 567.45, "relative_energy_ev": 1.070, "gap_ev": 7.3, "total_charge": 3, "e_homo_ev": -16.9}